ORCA calculation (ωB97M-V/def2-TZVPD) on 2 unconnected molecules or ions with the total composition C5H12O3 at a distorted geometry.

Results
F_max: 0.0723 hartree/bohr
structure (SMILES): C[C@H](O)OO.C=CC
frontier orbital gap: 9.343 eV

CARTESIAN COORDINATES (ANGSTROEM)
1 C -0.1426 1.6562 1.6994
2 C -0.9531 0.7439 0.8064
3 O -2.1650 1.2876 0.4605
4 O -1.0723 -0.4993 1.4195
5 O -1.9009 -1.3313 0.5635
6 H -0.0388 2.6289 1.2258
7 H 0.8365 1.2218 1.8795
8 H -0.6728 1.7768 2.6416
9 H -0.3390 0.5412 -0.1746
10 H -2.7407 0.5137 0.2885
11 H -1.1331 -1.6205 -0.2126
12 C 0.1055 -1.7219 -1.3022
13 C 0.6686 -0.4739 -1.3876
14 C 2.0108 -0.1505 -0.8125
15 H -0.5291 -2.0614 -2.1110
16 H 0.6453 -2.4910 -0.7626
17 H 0.3432 0.1827 -2.1892
18 H 2.7739 -0.2758 -1.5844
19 H 2.0531 0.8831 -0.4688
20 H 2.2504 -0.8100 0.0210

Cartesian forces, eV/Å:
-0.468 -0.296 0.079
1.895 0.123 -2.287
-1.036 -0.090 0.205
-0.280 -0.872 0.565
2.424 -0.468 -1.929
0.007 0.013 -0.065
0.086 0.004 0.043
0.041 0.063 0.135
-1.208 0.796 1.697
0.252 0.474 -0.061
-2.556 1.018 2.501
1.806 1.154 -1.116
0.449 -2.551 -1.197
-0.388 0.264 0.596
-0.513 0.127 0.257
-0.151 0.002 0.309
-0.394 0.192 0.287
-0.106 0.006 -0.050
0.108 0.042 0.031
0.033 -0.001 -0.002

=====

ORCA calculation (ωB97M-V/def2-TZVPD) on a single C3H9NO3S molecule at a distorted geometry.

Results
F_max: 0.0475 hartree/bohr
structure (SMILES): CCCOS(N)(=O)=O
frontier orbital gap: 11.550 eV

CARTESIAN COORDINATES (ANGSTROEM)
1 C 1.0846 -1.5792 -1.4560
2 C 1.4855 -0.1523 -1.1731
3 C 0.9754 0.3735 0.1386
4 O -0.4700 0.3648 0.0767
5 S -1.1897 0.8360 1.4295
6 N -2.7669 0.6516 0.9416
7 O -0.9215 2.2494 1.6270
8 O -0.9111 -0.1294 2.4635
9 H 1.5020 -2.1987 -0.6772
10 H 1.5226 -1.9148 -2.4543
11 H 0.0151 -1.6860 -1.4371
12 H 2.5589 -0.0481 -1.1651
13 H 1.1227 0.5263 -1.9925
14 H 1.1940 1.4433 0.3081
15 H 1.2837 -0.1916 0.9569
16 H -3.2569 1.5251 0.8961
17 H -3.2284 -0.0700 1.5172

Cartesian forces, eV/Å:
1.041 -0.235 -1.131
-0.548 1.119 -0.995
-0.730 2.052 -1.109
-0.969 -0.174 0.731
-0.291 0.552 -0.198
0.723 -0.961 0.748
-0.192 -1.536 -0.190
-0.102 0.670 -0.679
0.102 -0.499 0.199
-0.754 0.336 1.283
-0.438 -0.152 -0.216
0.500 -0.002 0.027
0.255 -0.533 0.694
0.595 -0.511 -0.154
0.606 -1.115 1.457
-0.128 0.311 0.048
0.328 0.677 -0.515